119
Properties=species:S:1:pos:R:3:lowdin_charge:R:1 method="wB97M-V/def2-TZVPD" spin_multiplicity=4 charge=-2 energy_ha=-15103.85840
Tc 0.0933 0.7883 0.5995 1.440
Cl -0.2726 5.0503 9.0780 0.645
C -0.2633 4.2534 7.5388 -0.680
C 0.9456 3.8961 6.9671 -0.099
C 0.9444 3.2502 5.7469 -0.022
C -0.2477 2.9468 5.0884 -0.192
C -1.4500 3.3375 5.6781 -0.027
C -1.4612 3.9871 6.8986 -0.102
C -0.1995 2.2905 3.7745 -0.063
C 0.5912 1.1427 3.6538 -0.225
C 1.1919 0.4163 4.7344 0.001
C 2.0981 -0.4383 4.1860 0.014
C 2.0555 -0.2413 2.7679 -0.271
C 3.0206 -0.6713 1.8523 -0.064
C 4.1650 -1.4629 2.3701 -0.201
C 5.3460 -0.8410 2.7641 -0.036
C 6.3841 -1.5764 3.3092 -0.115
C 6.2456 -2.9474 3.4575 -0.669
Cl 7.5420 -3.8653 4.1488 0.644
C 5.0899 -3.5924 3.0535 -0.102
C 4.0652 -2.8413 2.5080 -0.027
C 3.0334 -0.2388 0.5165 -0.224
N 1.9976 0.4474 -0.0690 -0.048
C 2.4052 0.8570 -1.3036 -0.258
C 1.4548 1.5826 -2.0818 -0.137
C 1.8306 2.6800 -2.9206 -0.158
C 0.9630 3.2908 -3.8459 -0.014
C 1.3385 4.4184 -4.5415 -0.113
C 2.6023 4.9577 -4.3517 -0.676
Cl 3.0703 6.3951 -5.2048 0.634
C 3.5011 4.3645 -3.4775 -0.112
C 3.1149 3.2485 -2.7741 -0.023
C 0.1087 1.2173 -1.6986 -0.495
C -1.9713 0.3294 0.2043 -0.153
C -2.6386 1.1487 -0.5941 -0.180
C -1.8925 2.2043 -1.2945 -0.285
N -1.0253 1.8240 -2.3365 -0.326
C -1.6430 3.4288 -0.7362 -0.117
C -1.5053 3.5058 0.6932 -0.248
C -1.7585 4.6171 1.5114 -0.023
C -1.3158 4.2898 2.7691 -0.021
C -0.7849 2.9777 2.6922 -0.235
N -0.8781 2.5174 1.4017 0.001
C -1.2955 4.5631 -1.5775 -0.172
C -2.0522 4.7722 -2.7329 -0.033
C -1.7802 5.8177 -3.5885 -0.112
C -0.7461 6.6871 -3.2781 -0.693
Cl -0.3782 7.9929 -4.3576 0.641
C 0.0008 6.5206 -2.1239 -0.105
C -0.2768 5.4656 -1.2797 -0.011
C 3.7248 0.4084 -1.5236 -0.040
C 4.1060 -0.2968 -0.4055 0.004
N 1.0609 0.6611 2.4689 0.000
H 1.8742 4.1322 7.4631 0.103
H 1.8856 2.9924 5.2822 0.127
H -2.3833 3.1235 5.1771 0.126
H -2.3924 4.2910 7.3523 0.102
H 0.9526 0.5468 5.7737 0.116
H 2.7501 -1.1254 4.6954 0.119
H 5.4428 0.2298 2.6545 0.118
H 7.2983 -1.0910 3.6180 0.095
H 4.9878 -4.6608 3.1760 0.050
H 3.1629 -3.3422 2.1803 0.040
H -0.0175 2.8739 -4.0020 0.091
H 0.6574 4.8904 -5.2342 0.104
H 4.4896 4.7829 -3.3414 0.101
H 3.8039 2.8190 -2.0628 0.104
H -2.5354 -0.4881 0.6654 0.063
H -3.6972 1.0695 -0.8108 0.102
H -2.2064 5.5403 1.1894 0.109
H -1.3271 4.9093 3.6457 0.101
H -2.8673 4.0950 -2.9412 0.104
H -2.3596 5.9592 -4.4893 0.104
H 0.8064 7.2026 -1.8963 0.107
H 0.3198 5.3238 -0.3909 0.124
H 4.3092 0.5673 -2.4098 0.099
H 5.0410 -0.7952 -0.2327 0.110
N 0.1401 -2.3134 0.6546 -0.316
C 0.0591 -1.1324 0.5042 -0.320
S -0.9143 0.1564 -2.8230 0.972
Sb -1.0865 -1.3803 -7.2989 1.443
C 0.6775 -0.3373 -6.6234 -0.408
C 1.3583 -0.7310 -5.4861 -0.120
C 2.4636 -0.0210 -5.0549 -0.073
C 2.8949 1.0906 -5.7562 -0.090
C 2.2143 1.4908 -6.8937 -0.096
C 1.1139 0.7734 -7.3289 -0.169
C -2.4296 -0.0691 -6.2407 -0.421
C -3.7260 -0.4989 -6.0075 -0.160
C -4.6122 0.2931 -5.3005 -0.095
C -4.2079 1.5331 -4.8378 -0.090
C -2.9194 1.9725 -5.0854 -0.099
C -2.0310 1.1718 -5.7809 -0.150
C -0.9663 -2.8477 -5.7225 -0.424
C -1.4251 -2.5613 -4.4493 -0.184
C -1.1524 -3.4192 -3.3991 -0.074
C -0.4414 -4.5845 -3.6260 -0.073
C -0.0201 -4.8969 -4.9077 -0.095
C -0.2727 -4.0252 -5.9530 -0.162
H 1.0221 -1.5897 -4.9252 0.087
H 2.9793 -0.3362 -4.1610 0.093
H 3.7506 1.6535 -5.4121 0.102
H 2.5412 2.3653 -7.4399 0.100
H 0.5810 1.0828 -8.2226 0.089
H -4.0397 -1.4707 -6.3691 0.094
H -5.6159 -0.0615 -5.1059 0.098
H -4.8965 2.1489 -4.2755 0.100
H -2.5946 2.9351 -4.7221 0.078
H -1.0198 1.5133 -5.9513 0.081
H -1.9758 -1.6509 -4.2680 0.027
H -1.4673 -3.1543 -2.4013 0.105
H -0.2073 -5.2417 -2.8025 0.107
H 0.5306 -5.8097 -5.0885 0.098
H 0.0814 -4.2552 -6.9523 0.084
Se 0.7185 -5.2547 1.6664 -0.107
Sb 1.3011 -4.7028 4.6633 -0.027
Se 0.5211 -3.1381 2.2398 0.222
Se -0.6052 -5.6710 5.8309 -0.408
Se 3.2471 -6.1011 5.1408 -0.352